[1]
Density functional theory data (wB97M-V/def2-TZVPD) for a molecular structure, C46H53BrLaN10OP3.

Orbital gap, eV: 7.2

Geometry as ORCA input:
```
! RIJCOSX wB97M-V def2-TZVPD def2/J DEFGRID3
* xyz 2 1
C -5.257 -0.397 0.108
H -0.774 1.070 3.509
C 1.555 -2.405 2.124
H -6.220 2.095 3.488
C 6.094 1.965 0.251
La 0.582 -0.379 -0.430
C 3.466 1.804 -0.662
N -0.271 -0.571 -2.954
H 0.713 0.456 2.764
C 2.568 -1.622 2.706
Br 3.377 -3.596 6.269
C -1.030 0.321 -3.663
C -2.865 1.495 1.553
C 4.348 2.766 -1.188
H -1.292 1.295 -3.287
N 2.525 -1.359 -2.195
H 0.811 2.277 -2.526
H 3.887 -1.378 4.392
H 5.519 -2.607 -2.754
H 0.385 -4.188 2.317
H -5.370 -1.360 0.606
N -2.506 3.850 1.543
H -1.944 0.153 -5.689
C 3.886 -1.220 -2.140
H -7.116 4.362 3.931
H 2.427 2.957 3.503
C 3.903 0.922 0.370
H -4.390 0.920 -2.244
H -1.360 -3.342 -5.672
N -4.007 1.597 2.185
C -3.739 3.979 2.087
H -3.713 6.133 1.996
H -1.192 3.591 3.715
H 7.114 1.993 0.610
C -0.151 -1.649 -3.718
H -5.881 6.366 3.169
H -1.446 -5.923 0.087
H -2.621 -1.392 -1.900
H -3.733 -0.812 2.730
C -3.804 1.053 -1.332
H 6.342 3.596 -1.105
C 1.817 2.434 -2.146
C -3.592 -1.437 -1.403
H -1.552 -1.960 -6.760
C -0.912 -2.409 -6.007
P 0.718 -3.203 -3.352
H 2.504 2.184 1.924
C -0.175 -3.704 -1.856
C -2.049 2.642 1.330
C 0.283 1.288 3.334
P -2.486 -0.140 0.770
C -1.369 -0.226 -4.864
H 1.134 4.248 0.042
C -6.176 4.235 3.411
H 2.161 3.914 2.057
H -4.369 -1.473 -2.170
O 0.989 -2.024 0.997
P -0.251 2.485 0.938
C -0.134 3.742 3.515
H -4.214 1.909 -0.796
C 4.484 -2.338 -2.636
N 2.201 1.665 -1.157
H -3.419 -2.188 1.676
C -2.979 -1.287 2.103
H 2.792 -4.820 -4.111
C 3.107 -1.986 3.952
C 0.110 -6.196 -2.205
C -1.355 -3.701 -0.067
C 5.212 0.987 0.766
H -0.377 4.095 -0.868
H 3.888 -5.219 -2.764
H -0.008 4.732 3.076
C 0.485 2.643 2.650
N -0.759 -2.890 -0.992
C 3.200 -0.507 2.036
H 0.344 -5.950 -3.238
C -4.458 2.837 2.494
C 3.881 3.599 -2.232
H 4.546 4.351 -2.639
H 5.603 0.265 1.469
N -0.811 -1.472 -4.888
C 1.149 -3.574 2.775
H 0.780 1.290 4.308
C 2.664 -3.115 4.600
N 3.476 -3.177 -3.017
C 0.060 4.086 0.130
H 4.363 -0.336 -1.760
C 2.305 -2.558 -2.724
H 1.349 -4.805 4.511
H 0.385 3.744 4.476
H 0.071 -2.591 -6.433
H 0.999 -6.575 -1.702
C -3.861 -0.233 -0.499
H -2.783 1.310 -1.637
C -5.466 5.387 2.972
H 4.001 -0.051 2.621
C 3.681 -4.512 -3.565
N -0.385 -5.005 -1.526
C 5.675 2.849 -0.696
H -0.393 4.893 0.706
C 2.620 3.435 -2.724
H 2.237 4.041 -3.531
H -5.505 0.387 0.816
C -1.136 -5.007 -0.384
N 2.961 -0.041 0.854
C -5.690 2.986 3.180
H -1.889 -3.313 0.780
H -2.115 -1.568 2.706
C 1.687 -3.914 4.000
C 1.980 2.938 2.507
C -4.275 5.270 2.324
H -0.668 -6.956 -2.199
H -3.639 -2.378 -0.850
H 4.520 -4.481 -4.256
H -5.989 -0.369 -0.703
*
```

---

[2]
Density functional theory data (wB97M-V/def2-TZVPD) for a single C14H19N3O2S molecule.

Orbital gap, eV: 10.0
SMILES string: CC[C@@H](NS(=O)(=O)c1cnn(CC)c1)c1ccccc1

Geometry as ORCA input:
```
! RIJCOSX wB97M-V def2-TZVPD def2/J DEFGRID3
* xyz 0 1
H -1.758 -3.058 1.058
H 5.265 0.893 -1.513
C -1.296 -1.061 0.441
H -2.359 0.624 2.239
C 1.949 -0.921 0.271
C 2.520 0.011 -0.570
C -3.308 2.668 -0.275
H -3.539 2.745 1.852
O 1.466 -2.870 -1.409
O 0.722 -3.120 0.933
H -3.825 3.601 -0.446
C -2.796 1.950 -1.341
H -0.922 -1.948 -1.401
H 5.938 2.428 -0.953
H -2.840 -1.828 1.726
N 3.162 0.894 0.213
S 0.944 -2.281 -0.211
C -2.136 0.752 -1.123
C 2.313 -0.505 1.560
H -0.618 -0.929 1.292
H 5.856 1.045 0.144
H -4.061 -3.164 0.072
H -2.913 2.321 -2.348
C -1.978 0.259 0.165
C -2.318 -2.150 0.823
C 3.962 2.016 -0.201
H 4.050 2.676 0.664
H -1.732 0.200 -1.957
H 2.071 -0.967 2.495
C -3.338 -2.428 -0.274
H -2.862 -2.825 -1.169
C 5.346 1.566 -0.662
C -2.487 0.992 1.231
N 3.045 0.588 1.501
C -3.149 2.187 1.014
H 2.498 0.080 -1.637
H 3.444 2.542 -1.007
N -0.442 -1.465 -0.658
H -3.872 -1.518 -0.540
*
```

---

[3]
Density functional theory data (wB97M-V/def2-TZVPD) for a single C9H12F4N2 molecule.

Orbital gap, eV: 10.2
SMILES string: CCCC1(NCCC#N)C(F)(F)C1(F)F

Geometry as ORCA input:
```
! RIJCOSX wB97M-V def2-TZVPD def2/J DEFGRID3
* xyz 0 1
H 1.536 -1.740 -0.334
C -1.524 -1.902 0.481
H 0.493 1.711 1.177
F 3.651 -0.626 -1.240
H -1.399 -2.744 -0.279
C -0.220 -1.299 0.882
C 2.953 0.113 0.971
H 0.318 -1.910 1.696
C 0.872 -0.942 -0.230
N 0.962 1.484 0.280
H -0.759 1.120 -0.955
C 1.668 0.236 0.167
F 3.431 1.509 -1.163
C -0.275 3.246 -0.753
H 0.311 -0.720 -1.209
F 3.379 0.918 1.933
N -1.244 3.593 1.597
H -0.547 -0.372 1.355
H 0.390 4.022 -1.145
F 3.244 -1.167 1.348
H -2.273 -1.198 -0.057
H -2.065 -2.400 1.363
H -1.112 3.453 -1.327
H 0.980 1.778 -1.651
C -0.764 3.457 0.574
C 3.119 0.360 -0.528
C 0.142 1.760 -0.905
*
```

---

[4]
Density functional theory data (wB97M-V/def2-TZVPD) for a gas-phase ion, C3H8N2O (charge +1).

Orbital gap (alpha / beta), eV: 11.5 / 5.6
Expectation value of S²: 0.76

Geometry as ORCA input:
```
! RIJCOSX wB97M-V def2-TZVPD def2/J DEFGRID3
* xyz 1 2
C 0.200 0.466 -0.166
N -0.939 0.877 0.517
N 1.890 -1.304 -0.312
H 2.699 -1.169 0.287
H 0.076 0.546 -1.246
H -2.087 1.152 -1.223
H -0.854 1.035 1.525
H 1.953 -2.001 -1.055
O -3.014 1.794 0.431
C -2.089 1.295 -0.137
H 0.640 -1.133 1.311
C 0.635 -1.031 0.225
H -0.128 -1.703 -0.190
H 1.017 1.176 0.033
*
```

---

[5]
Density functional theory data (wB97M-V/def2-TZVPD) for a single C4H6N2O2 molecule.

Orbital gap, eV: 11.0
SMILES string: [H]/N=C/[C@H]1C[C@H]1[N+](=O)[O-]

Geometry as ORCA input:
```
! RIJCOSX wB97M-V def2-TZVPD def2/J DEFGRID3
* xyz 0 1
N -1.581 -0.295 -0.395
O -2.007 0.553 0.367
H -0.272 -2.061 -0.333
H 0.355 2.355 -1.648
C -0.424 -1.079 0.013
C 0.894 -0.324 0.111
H 0.405 -1.372 2.090
C 1.074 1.033 -0.475
C 0.121 -0.628 1.318
H 1.923 1.579 -0.135
O -2.055 -0.590 -1.463
H 1.870 -0.731 0.004
N 0.130 1.459 -1.201
H -0.433 0.101 1.747
*
```

---

So what do the calculations give for ΔE to the lowest compared entry with this formula, charge and spin? Going down the list: 0.00; 125.97; 0.00; 54.75; 529.36 kJ/mol.
So what do the calculations give for total energy? Going down the list: -164273.953; -34226.304; -23374.712; -8259.353; -11315.555 eV.